Molecular formula: C11H12B2F4N4O5RhS4
Method: DFT, ωB97M-V with the def2-TZVPD basis set

```
43
Properties=species:S:1:pos:R:3:forces:R:3
Rh 0.634 0.317 -0.203 -1.0 0.0 0.7
C -2.506 2.341 -2.473 0.1 -0.1 -0.5
C -1.728 1.772 -1.349 0.8 -0.1 0.2
N -0.536 1.293 -1.438 -1.2 0.4 -0.5
O 0.054 1.357 -2.665 0.0 0.2 -0.4
B 0.038 0.036 -3.365 -1.0 0.5 0.7
F -1.074 -0.659 -2.942 -0.2 -0.4 0.0
F 0.141 0.197 -4.680 0.4 0.1 -0.5
O 1.247 -0.792 -2.883 1.0 -0.6 1.0
N 1.494 -0.799 -1.603 -0.7 0.6 -1.0
C 2.359 -1.693 -1.137 0.6 -0.4 0.2
C 3.062 -2.642 -2.030 -0.1 -0.1 -0.2
C 2.629 -1.586 0.266 0.2 -0.5 -0.3
N 1.972 -0.597 0.849 0.3 0.5 1.1
O 2.310 -0.209 2.053 0.2 -1.0 -0.8
B 2.083 1.326 2.215 -0.3 0.6 -1.1
F 2.425 1.844 0.947 0.2 0.1 0.1
F 2.827 1.754 3.224 0.1 -0.1 0.4
O 0.658 1.603 2.436 -0.4 0.1 0.4
N -0.161 1.420 1.370 -0.2 0.2 -0.1
C -1.275 2.060 1.425 0.5 -0.4 -0.2
C -1.665 3.017 2.488 0.2 0.0 0.4
C 3.610 -2.417 0.999 0.1 0.0 0.2
H -2.160 1.914 -3.417 -0.2 0.0 0.2
H -2.344 3.418 -2.527 0.0 0.1 0.1
H -3.567 2.152 -2.329 -0.1 0.0 0.0
H 2.712 -2.520 -3.053 0.1 -0.1 0.1
H 2.897 -3.672 -1.716 0.0 0.0 0.1
H 4.136 -2.457 -2.003 0.1 0.0 0.0
H -1.023 2.897 3.360 -0.1 0.0 -0.1
H -2.710 2.892 2.763 -0.1 -0.1 0.1
H -1.553 4.035 2.111 0.0 0.0 -0.1
H 3.798 -3.359 0.492 0.0 0.0 0.0
H 3.253 -2.598 2.013 0.0 0.0 -0.1
H 4.553 -1.873 1.099 0.0 0.0 0.0
O -5.424 -2.527 3.084 -0.1 -0.1 0.0
C -4.552 -2.092 2.419 -0.1 0.5 0.0
S -4.447 -0.266 2.034 -0.1 0.0 0.1
C -3.031 -0.349 1.157 -0.5 0.1 0.5
C -2.406 -1.536 0.963 0.9 -1.4 -0.2
S -0.958 -1.859 0.150 -0.3 0.5 0.2
S -3.226 -2.973 1.690 0.4 0.4 -0.4
S -2.546 1.828 0.206 0.5 0.5 -0.3
```
Forces are in eV/Å.

Results
strongest force on any atom	1.67	eV/A
charge	+1
ΔE to the lowest compared entry with this formula, charge and spin	118.7	kJ/mol
spin multiplicity	5